(1)
{
  "formula": "C37H44BCaFN12O5S2",
  "method": "ωB97M-V/def2-TZVPD",
  "largest_force_ha_per_bohr": 0.0373,
  "charge": 0,
  "e_tot_ev": -110707.64006,
  "lumo_energy_ev": -1.58,
  "homo_ev": -6.434,
  "species": ["Ca", "C", "C", "N", "C", "C", "C", "O", "O", "C", "O", "C", "C", "C", "F", "C", "C", "C", "N", "C", "C", "N", "C", "C", "H", "H", "H", "H", "H", "H", "H", "H", "H", "H", "H", "H", "H", "H", "H", "H", "H", "H", "B", "N", "C", "C", "C", "N", "N", "C", "C", "C", "N", "H", "H", "H", "H", "H", "H", "H", "H", "N", "C", "C", "C", "C", "C", "C", "S", "O", "O", "N", "C", "S", "C", "C", "N", "H", "H", "H", "H", "H", "H", "H", "H", "N", "C", "N", "C", "C", "C", "C", "C", "H", "H", "H", "H", "H", "H", "H", "H", "H", "H"],
  "coordinates": [[-0.46317, 1.17551, -1.60525], [2.46568, 4.26977, 5.12307], [3.32254, 3.68947, 4.00377], [2.54634, 2.88444, 3.06426], [1.95255, 3.51464, 2.00507], [1.21451, 2.91638, 1.04731], [0.59874, 3.80601, -0.04723], [0.82453, 5.01570, 0.06772], [-0.07683, 3.19619, -0.93122], [1.01963, 1.48899, 1.11108], [0.32252, 0.82675, 0.34045], [1.70351, 0.81249, 2.22384], [1.62643, -0.57157, 2.30073], [2.18476, -1.24220, 3.35050], [2.11881, -2.58887, 3.34641], [2.79462, -0.56135, 4.41548], [2.87973, 0.82213, 4.32415], [2.39113, 1.51995, 3.21208], [3.24842, -1.22094, 5.60516], [4.42145, -0.68874, 6.28807], [4.19999, -0.85005, 7.80367], [3.22545, -1.97445, 7.97888], [3.64454, -3.11109, 7.09219], [3.26790, -2.69139, 5.65999], [3.07715, 4.86437, 5.80586], [1.97151, 3.47809, 5.69280], [1.69318, 4.91533, 4.70286], [4.13329, 3.08259, 4.40195], [3.78219, 4.49595, 3.43764], [2.09439, 4.58881, 1.94132], [1.12897, -1.12032, 1.50607], [3.29068, 1.39339, 5.14464], [4.56966, 0.35692, 6.06474], [5.33039, -1.21792, 5.97461], [3.77039, 0.04090, 8.25551], [5.12282, -1.10580, 8.31773], [2.33675, -1.63799, 7.59777], [3.10593, -2.23501, 8.95282], [3.12462, -4.01921, 7.37946], [4.71146, -3.25737, 7.23226], [2.27552, -3.06363, 5.43765], [3.96084, -3.14081, 4.94578], [0.77749, 1.47646, -4.72648], [1.94190, 1.20660, -3.71876], [3.25542, 1.09268, -3.96565], [3.90676, 0.83555, -2.76986], [2.87696, 0.80697, -1.82194], [1.69626, 1.04057, -2.39996], [-0.19587, 0.25432, -4.66857], [-0.52125, -0.60770, -5.64504], [-1.46623, -1.49335, -5.15018], [-1.66028, -1.08144, -3.82361], [-0.89461, -0.02411, -3.54365], [1.24183, 1.54556, -5.84120], [0.17538, 2.47239, -4.38095], [3.64452, 1.20134, -4.96564], [4.96308, 0.68223, -2.61419], [2.93998, 0.61869, -0.76025], [-0.06791, -0.53858, -6.62227], [-1.94169, -2.31151, -5.66934], [-2.31812, -1.49963, -3.07286], [-0.67709, -6.92569, -4.41078], [-0.54971, -6.04938, -3.33146], [-1.02793, -6.40724, -2.06899], [-0.83362, -5.56907, -0.98298], [-0.16220, -4.36924, -1.15217], [0.30884, -3.99401, -2.40701], [0.11363, -4.82872, -3.48965], [0.16882, -3.30779, 0.22321], [1.60491, -3.20820, 0.33783], [-0.54164, -3.85677, 1.36381], [-0.35720, -1.87621, -0.21650], [-1.66430, -1.55034, -0.28827], [-3.03503, -2.67021, -0.02461], [-4.15135, -1.40059, -0.38572], [-3.47353, -0.27030, -0.65472], [-2.09577, -0.33114, -0.61134], [-1.41616, -7.60248, -4.34184], [-0.59514, -6.51097, -5.32250], [-1.55434, -7.34861, -1.94660], [-1.20323, -5.82879, 0.00298], [0.81765, -3.04151, -2.52109], [0.47460, -4.54053, -4.47218], [-5.21782, -1.57003, -0.37674], [-3.93082, 0.68043, -0.89033], [-2.48993, 2.32341, -2.53032], [-3.49229, 2.88436, -2.66770], [-4.63741, 3.52140, -2.86036], [-5.88105, 3.02802, -2.25120], [-6.99469, 2.98998, -3.30632], [-6.39911, 2.65260, -4.67494], [-5.48033, 3.78842, -5.16022], [-4.78879, 4.46749, -3.96707], [-6.16181, 3.66979, -1.41313], [-5.69510, 2.02921, -1.86137], [-7.50245, 3.95757, -3.35973], [-7.73883, 2.24979, -3.01038], [-7.19169, 2.47684, -5.40285], [-5.82718, 1.72435, -4.59009], [-6.05885, 4.53892, -5.70374], [-4.73262, 3.38745, -5.84553], [-5.38648, 5.30266, -3.60092], [-3.81006, 4.85202, -4.23774]],
  "atomic_forces_ev_per_a": [[-1.29, 0.26, -0.76], [0.01, -0.07, 0.01], [-0.23, 0.04, 0.08], [0.01, 0.11, -0.04], [0.20, 0.00, 0.19], [-0.22, -0.17, -0.25], [-0.10, 0.08, -0.13], [-0.14, -0.28, -0.14], [0.50, 1.33, 0.76], [-0.04, 0.25, 0.07], [0.97, -0.11, 1.65], [-0.07, 0.02, -0.04], [-0.08, -0.15, -0.08], [0.05, 0.02, 0.01], [0.03, -0.03, 0.10], [-0.04, 0.02, 0.02], [0.11, 0.08, 0.14], [0.00, -0.01, 0.00], [0.09, -0.07, 0.04], [-0.06, -0.25, -0.08], [0.10, 0.17, -0.18], [0.14, -0.06, -0.16], [-0.08, 0.01, -0.21], [-0.09, 0.24, 0.08], [-0.03, -0.03, -0.04], [0.02, 0.05, -0.03], [0.01, -0.02, 0.04], [0.07, -0.02, -0.04], [0.04, 0.02, -0.07], [-0.02, -0.04, -0.02], [0.01, 0.04, -0.02], [-0.03, -0.06, -0.02], [0.04, 0.08, -0.04], [0.01, 0.02, 0.01], [-0.08, -0.01, 0.01], [-0.03, -0.07, 0.10], [-0.11, 0.05, 0.07], [0.04, -0.07, 0.08], [-0.06, 0.00, 0.09], [0.06, 0.04, 0.07], [-0.06, -0.03, -0.06], [0.08, -0.04, 0.01], [-0.04, -0.09, 0.13], [0.12, 0.01, 0.02], [-0.08, -0.04, 0.18], [-0.05, -0.01, 0.05], [-0.01, 0.05, -0.24], [1.29, -0.19, -0.50], [-0.11, -0.05, -0.07], [-0.08, -0.03, 0.19], [-0.01, 0.03, 0.08], [0.12, 0.07, -0.17], [-0.10, -0.87, -1.18], [-0.02, 0.01, 0.05], [0.03, -0.07, 0.01], [-0.09, 0.00, 0.03], [-0.09, 0.02, 0.00], [-0.05, -0.01, -0.04], [0.00, 0.06, 0.10], [0.04, 0.07, 0.06], [0.09, 0.06, -0.03], [0.13, 0.05, 0.13], [0.00, -0.07, 0.05], [-0.02, -0.02, -0.11], [-0.02, 0.07, 0.01], [0.11, -0.06, 0.02], [-0.04, 0.01, 0.03], [0.01, 0.00, -0.05], [-0.33, 0.12, -0.22], [0.04, 0.06, 0.06], [-0.04, -0.03, -0.02], [-0.57, 0.31, -0.03], [-0.11, -0.30, 0.12], [0.40, 0.13, 0.03], [0.03, -0.24, 0.00], [0.28, 0.18, 0.00], [-0.32, -0.73, 0.16], [-0.08, 0.00, -0.02], [-0.06, 0.04, -0.04], [0.03, 0.03, 0.01], [0.03, 0.00, -0.09], [-0.05, -0.09, -0.03], [-0.02, 0.01, 0.06], [0.10, 0.09, 0.02], [0.03, -0.03, -0.03], [-0.60, 0.30, 0.13], [0.06, -0.09, -0.24], [0.12, 0.05, 0.18], [0.04, 0.07, -0.12], [0.12, -0.03, -0.13], [-0.03, 0.09, 0.06], [-0.01, -0.09, 0.09], [-0.03, -0.22, -0.08], [0.02, 0.01, 0.05], [0.04, -0.06, -0.02], [-0.01, -0.03, 0.03], [-0.02, 0.04, 0.02], [0.02, -0.04, 0.00], [-0.01, 0.02, -0.02], [0.02, -0.01, -0.02], [-0.02, 0.03, -0.02], [0.00, 0.06, 0.05], [0.06, 0.04, 0.05]]
}

---

(2)
{
  "formula": "C37H44ClN14O5PSSr",
  "method": "ωB97M-V/def2-TZVPD",
  "largest_force_ha_per_bohr": 0.0393,
  "charge": 0,
  "e_tot_ev": -103668.52920,
  "lumo_energy_ev": 0.40,
  "homo_ev": -7.877,
  "species": ["Sr", "C", "N", "C", "C", "N", "C", "P", "C", "N", "C", "C", "N", "C", "C", "N", "C", "C", "N", "C", "H", "H", "H", "H", "H", "H", "H", "H", "H", "H", "H", "H", "H", "H", "H", "N", "C", "C", "C", "C", "C", "C", "S", "O", "O", "N", "C", "N", "C", "C", "C", "N", "H", "H", "H", "H", "H", "H", "H", "H", "H", "C", "N", "C", "N", "C", "N", "C", "N", "C", "C", "H", "H", "H", "H", "H", "H", "H", "H", "H", "H", "H", "H", "C", "C", "C", "C", "Cl", "C", "C", "C", "O", "C", "C", "O", "O", "H", "H", "H", "H", "H", "H", "H", "H"],
  "coordinates": [[-0.30798, -0.22457, 1.07036], [-0.53491, 2.20226, 6.62561], [-0.15624, 1.37878, 5.50539], [0.71178, 0.32998, 5.57355], [0.81025, -0.17318, 4.30757], [0.03058, 0.55733, 3.47289], [-0.53972, 1.49234, 4.20712], [-1.52400, 2.91338, 3.63809], [-0.41608, 3.74289, 2.45260], [-0.91198, 4.32990, 1.39304], [0.14333, 4.94955, 0.80522], [1.27803, 4.72313, 1.52223], [0.91206, 3.96678, 2.59464], [1.82395, 3.39445, 3.54705], [-2.65852, 2.20396, 2.40087], [-2.38235, 1.35976, 1.42185], [-3.51077, 1.26373, 0.67273], [-4.47766, 2.07122, 1.19458], [-3.92942, 2.66510, 2.29099], [-4.60356, 3.60476, 3.15064], [-0.75297, 1.56102, 7.47944], [-1.42577, 2.77418, 6.36717], [0.27266, 2.89147, 6.88337], [1.16564, 0.03574, 6.49798], [1.39874, -0.99771, 3.96065], [0.03236, 5.51114, -0.09996], [2.29846, 5.00999, 1.36960], [2.65391, 4.08912, 3.68589], [2.19321, 2.42697, 3.19490], [1.32014, 3.27524, 4.50892], [-3.56762, 0.61140, -0.17870], [-5.48666, 2.27095, 0.89369], [-5.49884, 3.94739, 2.63438], [-3.95843, 4.46092, 3.34541], [-4.88486, 3.13281, 4.09314], [5.95345, 2.85218, -3.57173], [5.14616, 2.42213, -2.54058], [5.58149, 1.42274, -1.66910], [4.75736, 0.94904, -0.67049], [3.47983, 1.46400, -0.52675], [3.04136, 2.47125, -1.37246], [3.86561, 2.94962, -2.37288], [2.38609, 0.81185, 0.69867], [3.10359, 0.78181, 1.95892], [1.18466, 1.66034, 0.65063], [1.84168, -0.58367, 0.25215], [2.39802, -1.81824, 0.23268], [1.46910, -2.79477, 0.27905], [1.91276, -4.02566, 0.17134], [3.26243, -4.32152, 0.02672], [4.12677, -3.24051, 0.02996], [3.71522, -1.98804, 0.13331], [6.93923, 2.66258, -3.48785], [5.74488, 3.75743, -3.96136], [6.57544, 1.01347, -1.78370], [5.09411, 0.16470, -0.01148], [2.05911, 2.88852, -1.22613], [3.51987, 3.73195, -3.02938], [1.16025, -4.80905, 0.20260], [3.61682, -5.33228, -0.07258], [5.19753, -3.38633, -0.05493], [-0.39105, 0.98287, -2.61994], [-0.58269, 0.95672, -4.06972], [0.67830, 0.52657, -4.67236], [1.11002, -0.78320, -4.19775], [1.25849, -0.71462, -2.74509], [0.01781, -0.31384, -2.08503], [-1.01451, -1.29313, -2.44430], [-1.21953, -1.37765, -3.89049], [-1.58980, -0.05399, -4.37268], [0.05361, -1.74041, -4.50160], [-1.32487, 1.29332, -2.13766], [0.38266, 1.71956, -2.38111], [1.45270, 1.26255, -4.43362], [0.55350, 0.48569, -5.75949], [2.04461, 0.00414, -2.49709], [1.55236, -1.69814, -2.37040], [-1.95247, -1.02633, -1.95959], [-0.71390, -2.27380, -2.06551], [-2.53402, 0.24120, -3.90567], [-1.73276, -0.09735, -5.45743], [-0.07703, -1.79249, -5.58718], [0.35052, -2.72794, -4.13537], [-4.68620, -3.18978, -1.33141], [-3.37167, -3.89820, -1.39585], [-2.79622, -4.14399, -2.63320], [-1.62056, -4.86212, -2.74294], [-0.95009, -5.16647, -4.32024], [-0.97985, -5.36215, -1.62670], [-1.53079, -5.11156, -0.38419], [-2.70488, -4.37676, -0.25437], [-3.18219, -4.30040, 1.03224], [-3.47962, -3.06237, 1.64435], [-2.33098, -2.06155, 1.48001], [-1.67927, -1.72012, 2.48162], [-2.14907, -1.61995, 0.31787], [-5.11440, -3.10378, -2.32803], [-4.56503, -2.18996, -0.92058], [-5.39248, -3.73386, -0.70607], [-3.27432, -3.77352, -3.52660], [-0.07806, -5.94333, -1.73048], [-1.06782, -5.48961, 0.51413], [-3.61736, -3.30317, 2.70303], [-4.40073, -2.62281, 1.24895]],
  "atomic_forces_ev_per_a": [[-1.97, -0.28, -0.32], [-0.14, 0.22, 0.25], [0.08, -0.26, -0.13], [0.08, -0.17, -0.04], [-0.03, 0.14, 0.34], [0.10, 0.29, 0.15], [-0.22, 0.20, -0.41], [-0.18, 0.05, 0.00], [-0.11, -0.51, 0.46], [-0.41, 0.04, 0.00], [0.23, 0.12, -0.22], [0.16, 0.18, -0.11], [-0.29, 0.14, -0.26], [0.24, -0.16, 0.40], [0.32, 0.07, 0.04], [0.08, 0.16, 0.28], [-0.15, -0.03, -0.07], [-0.09, -0.04, -0.06], [0.13, -0.25, -0.16], [-0.15, 0.26, 0.17], [0.01, 0.09, -0.01], [0.12, -0.05, 0.07], [-0.07, -0.02, 0.03], [0.07, -0.08, 0.17], [0.13, -0.21, -0.06], [-0.01, 0.14, -0.21], [0.20, 0.07, -0.06], [-0.01, -0.13, -0.01], [0.00, 0.13, 0.12], [0.13, 0.02, -0.08], [0.00, -0.09, -0.10], [-0.15, 0.02, -0.06], [0.03, 0.01, 0.09], [-0.09, -0.04, 0.02], [0.00, 0.08, -0.03], [0.19, 0.14, -0.25], [-0.07, -0.01, 0.11], [0.01, -0.03, 0.02], [0.14, -0.11, 0.04], [-0.29, 0.03, 0.09], [0.02, 0.03, 0.00], [0.02, -0.10, 0.10], [1.15, 0.25, -0.30], [-0.12, 0.03, -0.22], [0.70, 0.22, 0.12], [1.16, 0.12, -0.06], [-0.04, 0.51, 0.09], [-0.11, 0.30, 0.04], [0.16, -0.49, -0.03], [0.00, 0.06, 0.01], [0.04, -0.39, -0.01], [0.15, 0.08, 0.01], [-0.08, 0.03, 0.01], [0.03, -0.07, 0.02], [0.09, -0.04, -0.02], [0.02, -0.07, 0.06], [-0.18, 0.06, 0.01], [-0.07, 0.14, -0.12], [0.10, 0.03, 0.00], [0.04, -0.14, 0.00], [0.06, -0.02, -0.01], [0.07, 0.31, 0.09], [0.05, 0.14, 0.05], [0.20, 0.21, -0.21], [0.13, 0.05, 0.01], [0.30, 0.01, 0.10], [-0.49, 0.01, 0.23], [-0.09, -0.26, 0.05], [-0.07, -0.06, 0.08], [-0.33, 0.03, -0.16], [0.07, -0.40, -0.18], [0.04, -0.03, -0.04], [-0.08, -0.03, 0.01], [-0.03, -0.03, -0.03], [0.02, 0.01, 0.07], [-0.02, -0.04, -0.02], [0.00, 0.02, -0.02], [-0.03, 0.02, 0.00], [-0.03, 0.05, 0.02], [0.01, -0.01, -0.03], [0.00, 0.01, 0.07], [0.02, -0.03, 0.05], [-0.02, 0.11, -0.07], [-0.05, 0.04, 0.05], [0.16, -0.26, 0.35], [0.07, -0.05, 0.03], [0.09, -0.06, -0.04], [0.00, -0.07, -0.10], [-0.09, 0.04, -0.09], [-0.23, 0.21, -0.06], [0.14, -0.16, -0.15], [-0.18, -0.44, -0.36], [0.04, 0.30, 0.39], [-0.96, -0.33, 0.07], [0.26, -0.19, 0.64], [-0.22, -0.06, -0.55], [-0.02, 0.02, -0.03], [0.00, 0.15, 0.06], [-0.05, -0.01, 0.09], [-0.04, 0.04, -0.09], [0.12, -0.06, -0.03], [0.02, -0.02, 0.12], [0.03, 0.11, -0.23], [0.04, 0.01, -0.02]]
}